(1)
Entry from the OMol25 dataset: C40H55ClN3O4PTl as an isolated structure in a non-equilibrium geometry (ωB97M-V/def2-TZVPD).

Atoms and positions in Å:
H 0.481 -6.087 1.322
H -1.464 -0.395 -6.748
H 1.652 1.599 5.122
C 3.278 -3.389 -6.148
H 0.123 -3.390 2.222
C 3.431 -6.486 -0.308
H -2.277 1.039 -2.196
H -2.965 1.770 4.981
H 1.522 3.088 1.382
C -3.661 2.881 2.440
H -0.116 6.417 0.091
H -1.025 -2.646 1.051
O -0.424 -1.674 -5.473
C -1.574 -0.203 -3.908
C 1.472 4.552 3.117
H -4.622 2.620 3.005
C 2.398 -5.957 -7.095
C 1.905 4.074 1.732
H -4.683 4.857 -0.330
C 0.044 2.839 6.078
H -3.023 1.957 2.411
H -4.322 6.765 1.491
C -2.998 3.957 3.340
C 0.034 5.034 3.315
H -2.167 1.480 6.508
H 2.868 -5.146 -9.022
C 0.824 1.486 5.877
H 0.604 -0.422 4.806
C 2.895 -4.997 -7.987
H 1.533 -8.555 -4.235
H -0.678 4.736 0.504
H 2.180 -8.431 -5.937
H -0.237 0.818 -0.916
H 2.069 6.170 0.830
Cl 1.536 -0.670 2.326
C -3.525 5.364 3.049
H -2.347 0.116 -4.670
C -0.279 6.054 2.251
H 2.988 3.976 1.687
C -1.458 0.422 -2.618
H -1.316 6.472 2.303
C 2.318 -6.781 0.532
C 2.291 -4.480 -1.077
C -3.893 3.284 0.963
H 1.630 4.866 -0.336
N 2.011 -3.399 -1.854
H -2.941 6.115 3.585
C 0.571 -1.369 -3.325
H 0.038 5.530 4.360
H -1.964 3.740 5.740
H -3.469 3.619 4.382
C -1.356 0.412 4.843
H 1.320 -2.586 -4.770
H 3.098 -5.080 -3.310
H -1.986 -0.440 5.098
N 1.469 -2.345 -3.808
H -4.533 5.391 3.528
H 0.355 6.939 2.474
C 1.304 -4.715 -0.088
H 0.715 -7.615 -5.456
H -0.334 2.897 7.102
H -2.500 -1.703 -6.028
H 3.639 -3.022 -8.219
C -4.570 4.657 0.741
H -1.261 0.471 3.738
C 1.513 5.191 0.697
C -0.519 -1.004 -4.268
C 3.496 -5.276 -1.024
C -0.309 0.246 -1.828
C -1.515 -1.423 -6.406
C 2.837 -4.405 -5.298
H -4.484 2.544 0.490
O -0.731 2.665 2.444
C 1.258 -5.915 0.609
O 2.339 -6.649 -4.744
H 1.975 -6.914 -7.401
H 1.313 1.209 6.827
O 0.444 -3.699 0.180
H 0.729 3.695 5.928
C -0.426 -3.562 1.315
C 3.341 -3.738 -7.524
C 2.481 -5.697 -5.743
H 1.752 3.834 3.959
H -2.828 5.878 0.957
C 0.632 -0.714 -2.103
C 1.667 -7.909 -5.141
N 2.798 -4.236 -3.873
H 4.380 -4.998 -1.566
H -1.147 -4.413 1.321
H -1.275 -2.100 -7.255
C 0.034 5.562 0.832
Tl 1.954 -1.290 -0.290
H 3.671 -2.427 -5.835
C 2.090 -3.352 -3.110
C -1.244 2.958 5.319
H -2.920 3.283 0.408
H -5.578 4.649 1.132
C 0.037 0.201 5.539
P -1.221 3.612 3.495
H 2.047 5.502 3.245
C -1.985 1.631 5.432
H 2.343 -7.575 1.295
H -0.068 -0.443 6.411
C -3.762 5.778 1.517
H 4.257 -7.177 -0.413

Output
* energy: -81527.878 eV
* orbital gap (spin up / spin down): 4.43 / 4.43 eV
* HOMO (spin up / spin down): -10.3 / -10.3 eV
* charge: +1

(2)
Entry from the OMol25 dataset: a 7-piece molecular cluster, C27H30Cl4N2O4 overall in a non-equilibrium geometry (ωB97M-V/def2-TZVPD).

Atoms and positions in Å:
H 26.614 5.362 20.942
H 21.388 0.344 19.479
C 18.590 1.508 27.930
H 22.046 -4.502 30.252
C 25.964 3.345 21.683
C 19.244 -1.917 29.563
H 18.417 -1.224 29.521
H 17.208 0.977 20.097
C 28.524 0.769 24.174
C 26.086 4.432 20.790
C 21.291 -3.754 30.063
H 19.966 -4.878 31.198
C 19.220 -2.790 26.202
C 18.522 1.707 21.636
C 29.269 -0.195 22.125
H 29.972 -0.329 21.316
H 18.583 -2.088 26.740
Cl 22.955 -1.503 24.125
H 22.610 -2.423 28.958
H 21.910 1.421 21.574
C 20.580 0.715 20.092
H 26.508 3.169 22.600
C 21.608 -2.602 29.317
H 30.260 1.473 23.103
H 19.877 -2.391 25.429
H 26.659 -1.919 23.400
C 24.556 3.399 19.288
H 25.698 5.247 18.966
H 18.013 -3.322 30.562
Cl 21.448 -0.083 25.964
Cl 24.418 -0.105 26.140
H 17.711 2.059 22.256
H 23.966 3.496 18.388
H 18.174 1.400 28.932
C 19.029 -3.157 30.235
C 19.279 0.660 19.611
C 20.877 1.332 21.273
O 17.599 0.306 26.341
C 19.790 1.816 22.035
C 20.586 -1.652 29.089
H 20.899 -0.742 28.599
C 27.405 -1.143 23.312
H 20.063 2.343 22.937
C 27.557 -0.161 24.262
C 22.977 -0.083 25.123
H 19.474 0.883 27.812
H 24.998 1.387 21.920
O 17.520 -4.408 26.255
O 16.817 2.283 26.592
C 25.454 4.409 19.602
C 20.051 -4.032 30.532
H 28.134 -1.745 21.386
N 17.603 1.417 26.827
H 26.999 -0.161 25.186
C 18.231 1.197 20.362
C 24.386 2.347 20.137
H 18.911 2.550 27.926
O 18.207 -3.618 24.303
H 19.797 -3.487 26.811
C 28.315 -1.104 22.236
H 23.690 1.564 19.874
H 28.657 1.436 25.013
C 25.141 2.258 21.297
Cl 23.004 1.262 23.998
H 19.038 0.200 18.664
N 18.225 -3.664 25.536
C 29.464 0.743 23.142

Output
* energy: -89737.545 eV
* orbital gap: 9.16 eV
* HOMO: -9.2 eV
* charge: 0

Which formula does entry 1 have?
C40H55ClN3O4PTl